1.
Computed, not measured: the ion C5H6ClN2O2 with charge +1 at a distorted geometry, with ωB97M-V/def2-TZVPD.

Properties
SMILES: C[C@@H]1C(=O)[N+](O)=NC=C1Cl
E_HOMO (spin up / spin down) in eV: -14.40 / -14.40
Electronic energy in a.u.: -913.8867
LUMO (spin up / spin down) in eV: -6.61 / -6.60
Total charge: +1
Orbital gap (spin up / spin down) in eV: 7.79 / 7.79

The geometry in XYZ format:
```
16
Properties=species:S:1:pos:R:3:mulliken_charge:R:1
C 0.51 0.37 -0.80 0.0395
C 1.18 -0.48 1.29 -0.3074
C 1.60 0.23 0.15 0.4311
C -0.36 -0.84 -0.94 0.0884
C -0.50 1.41 -0.27 -1.2066
N -0.02 -1.01 1.46 -0.5830
N -0.80 -1.07 0.48 0.9207
O -0.88 -1.38 -1.84 -0.3871
O -2.00 -1.58 0.66 -0.5097
Cl 3.05 0.99 -0.10 -0.0408
H 0.95 0.66 -1.81 0.5510
H 1.86 -0.56 2.18 0.3994
H -1.42 1.48 -0.79 0.3759
H -0.53 1.26 0.92 0.3566
H -0.01 2.31 -0.48 0.4370
H -2.65 -1.79 -0.12 0.4349
```

---

2.
Computed, not measured: a structure of composition C30H50BrN3P2SV at a distorted geometry, with ωB97M-V/def2-TZVPD.

Properties
E_HOMO (spin up / spin down) in eV: -19.00 / -18.99
Spin multiplicity: 2
Electronic energy in a.u.: -5934.5246
LUMO (spin up / spin down) in eV: -14.00 / -15.00
⟨S²⟩: 0.80
Total charge: +4
Orbital gap (spin up / spin down) in eV: 5.00 / 4.00

The geometry in XYZ format:
```
88
Properties=species:S:1:pos:R:3:lowdin_spin:R:1
C -3.69 -2.31 -1.20 0.0048
C -2.69 -2.00 -2.17 0.0065
C -2.98 -2.37 -3.48 0.0064
C -4.12 -3.13 -3.76 0.0005
N -5.00 -3.50 -2.83 0.0044
C -4.80 -3.06 -1.59 0.0000
C -1.38 -1.51 -1.82 0.0153
C -0.36 -2.01 -1.07 0.0219
C 0.55 -2.44 -0.09 0.0039
C 1.53 -1.49 0.31 0.0052
C 2.42 -1.77 1.36 0.0031
C 2.27 -2.96 2.12 -0.0006
C 1.31 -3.88 1.69 -0.0006
C 0.45 -3.67 0.61 0.0045
V -0.02 -0.18 -1.38 0.0037
P -1.22 1.96 -0.17 0.1689
H -2.30 -2.14 -4.30 0.0001
H -3.63 -1.99 -0.17 0.0051
H -4.31 -3.49 -4.77 0.0000
H -5.56 -3.36 -0.88 -0.0002
H -0.24 -4.44 0.28 0.0001
H 1.72 -0.51 -0.31 0.0031
H 1.26 -4.83 2.23 0.0000
H 3.24 -1.11 1.56 0.0002
C 0.18 2.31 1.00 0.0051
C 0.92 3.62 0.81 0.0003
H 0.90 1.48 0.92 -0.0005
H -0.23 2.25 2.02 0.0024
H 1.77 3.68 1.52 0.0006
H 1.34 3.73 -0.21 0.0006
H 0.30 4.51 1.01 0.0001
C -1.36 3.11 -1.63 0.0923
C -2.53 2.68 -2.53 0.0046
H -0.40 3.08 -2.19 0.0003
H -1.50 4.14 -1.27 0.0115
H -2.59 3.32 -3.42 0.0014
H -2.38 1.64 -2.87 0.0020
H -3.48 2.72 -2.00 0.0002
C -2.68 2.67 0.75 0.0016
C -2.59 4.14 1.18 -0.0018
H -2.90 2.03 1.63 -0.0003
H -3.55 2.55 0.08 0.0020
H -3.46 4.40 1.80 -0.0007
H -1.70 4.34 1.79 0.0002
H -2.58 4.83 0.33 0.0003
Br 3.28 -3.11 3.66 0.0001
P 2.08 -0.07 -2.31 0.0480
C 1.65 1.75 -2.44 0.0105
C 2.69 2.72 -3.01 0.0045
H 1.37 2.13 -1.43 0.0007
H 0.74 1.78 -3.06 0.0001
H 2.28 3.76 -3.03 0.0008
H 3.62 2.74 -2.43 0.0000
H 2.92 2.43 -4.04 0.0000
C 3.84 -0.22 -1.75 0.0028
C 4.93 -0.85 -2.63 0.0008
H 3.80 -0.74 -0.77 0.0011
H 4.13 0.82 -1.53 0.0001
H 5.67 -1.34 -1.97 0.0000
H 4.56 -1.62 -3.32 0.0000
H 5.43 -0.05 -3.17 0.0001
C 1.63 -1.38 -3.50 0.0061
C 2.39 -1.40 -4.84 0.0047
H 0.53 -1.28 -3.68 -0.0003
H 1.76 -2.36 -3.00 -0.0002
H 2.03 -2.24 -5.45 0.0008
H 2.22 -0.48 -5.39 0.0000
H 3.46 -1.50 -4.68 -0.0001
C -1.84 -1.72 5.54 0.0011
C -0.64 -2.02 4.67 0.0068
N -0.82 -1.68 3.24 0.0373
C -1.15 -0.47 2.76 0.0451
S -1.64 -0.39 1.10 0.4295
N -1.18 0.62 3.55 0.0121
C -0.14 0.97 4.57 0.0012
C 1.27 0.60 4.21 0.0005
H -2.03 -0.64 5.61 0.0000
H -1.64 -2.10 6.54 0.0000
H -2.73 -2.23 5.16 0.0000
H 0.26 -1.51 5.02 0.0021
H -0.41 -3.10 4.67 0.0003
H -0.84 -2.42 2.56 0.0032
H -1.67 1.40 3.13 0.0007
H -0.23 2.07 4.67 0.0000
H -0.46 0.54 5.52 0.0009
H 1.69 1.31 3.49 0.0000
H 1.89 0.63 5.11 0.0000
H 1.37 -0.41 3.78 0.0001
```

---

3.
Computed, not measured: a cluster of 2 separate species, C3H10O2 in total at a distorted geometry, with ωB97M-V/def2-TZVPD.

Properties
SMILES: CCO.CO
E_HOMO in eV: -10.07
Electronic energy in a.u.: -270.6991
LUMO in eV: 0.85
Orbital gap in eV: 10.93

The geometry in XYZ format:
```
15
Properties=species:S:1:pos:R:3:mulliken_charge:R:1
C -2.42 -0.46 3.39 -0.3945
O -1.67 -0.18 4.54 -0.4780
H -2.84 -1.56 3.42 0.1870
H -1.79 -0.41 2.46 0.1843
H -3.38 0.18 3.50 0.1854
H -2.41 -0.08 5.19 0.3162
C 1.40 -0.22 -2.32 -0.2146
O 1.80 -0.01 -0.93 -0.5275
C 1.56 1.02 -3.25 -0.9637
H 0.53 -0.74 -2.45 0.3406
H 2.26 -0.91 -2.67 0.2079
H 2.11 -0.82 -0.59 0.3097
H 0.75 1.76 -3.07 0.2514
H 1.53 0.99 -4.31 0.3557
H 2.56 1.45 -2.92 0.2402
```

---

4.
Computed, not measured: a cluster of 2 separate species, C2H3N3 in total at a distorted geometry, with ωB97M-V/def2-TZVPD.

Properties
E_HOMO in eV: -9.45
Electronic energy in a.u.: -242.1137
LUMO in eV: -0.62
Orbital gap in eV: 8.84

The geometry in XYZ format:
```
8
Properties=species:S:1:pos:R:3:mulliken_charge:R:1
N 0.42 -1.01 0.20 -0.6392
C -1.69 0.20 -0.47 0.1423
N -1.29 1.28 -0.47 -0.3656
N 0.71 1.40 0.06 -0.3870
C 0.94 0.16 0.23 0.4609
H 1.04 -1.76 0.46 0.2153
H -2.15 -0.77 -0.50 0.2789
H 2.01 0.51 0.47 0.2944
```